[1]
C35H46BeCl2FN4O12 | ωB97M-V with the def2-TZVPD basis set

Results
Total charge: +1
E in a.u.: -3516.6935
HOMO-LUMO gap in eV: 0.917
HOMO in eV: -7.4026

Each line ends with the Mulliken charge.
Geometry (Å):
C 2.074789 4.186673 -1.463206  -1.29
C 2.567900 2.849642 -1.411873  0.33
N 3.199694 1.447272 -1.272559  0.84
C 4.199594 1.334501 -2.399220  -0.42
N 3.623194 1.455848 -3.791853  -0.55
C 3.935253 1.466587 0.050535  -1.61
C 4.611947 0.049108 0.501355  2.10
C 4.635064 0.064040 2.174590  -0.72
C 4.962583 -1.150920 3.002909  -0.79
C 6.161847 -0.181068 0.031603  -0.55
C 7.134840 1.132355 0.129575  0.06
C 8.089574 1.451196 -1.187650  -0.36
C 9.143810 2.710157 -1.288409  -0.42
C 9.239393 3.760238 -0.032807  -0.42
C 8.266427 3.476152 1.290940  -0.41
C 7.243805 2.181567 1.386369  -0.17
C 3.769827 -1.297626 0.097157  -0.51
C 2.851135 -1.175469 -1.251555  -0.74
C 2.168804 0.347165 -1.203296  0.03
C 0.927289 0.470965 -2.262324  -0.63
C -0.530679 0.821553 -1.569007  0.26
O -1.464497 1.392913 -2.379437  -0.44
F -0.910889 0.548407 -0.163877  -0.22
H 1.501139 5.209659 -1.683574  0.37
H 4.947132 2.256543 -2.271669  0.50
H 4.871512 0.377119 -2.380961  0.26
H 3.276783 0.481091 -4.032261  0.32
H 4.464791 1.569069 -4.431375  0.36
H 3.113846 1.723853 0.878415  0.39
H 4.655712 2.389258 0.028006  0.49
H 4.385600 1.058694 2.785316  0.39
H 4.342142 -2.143063 2.964757  0.19
H 5.924481 -1.126379 3.681190  0.24
H 6.616352 -1.008790 0.761883  0.43
H 6.255102 -0.658904 -1.054325  0.40
H 8.011039 0.727023 -2.115219  0.20
H 9.831131 2.869085 -2.247851  0.29
H 9.971024 4.689285 -0.115122  0.40
H 8.321436 4.235179 2.184766  0.29
H 6.610446 2.019312 2.360652  0.26
H 3.078683 -1.709488 0.978722  0.12
H 4.577698 -2.149702 -0.103101  -0.01
H 3.437842 -1.385251 -2.241952  0.18
H 1.922572 -1.922135 -1.193365  0.47
H 1.682619 0.415741 -0.114551  0.29
H 1.078755 1.237858 -3.131716  0.39
H 0.792172 -0.594622 -2.781012  0.42
C -3.704329 -1.169282 -0.992939  -0.73
C -4.268593 -1.576655 0.145645  0.06
C -4.958648 -2.892964 0.239395  1.36
O -5.451272 -3.248428 1.304279  -0.49
C -5.025390 -3.723985 -0.972855  -0.78
C -4.464071 -3.314884 -2.112241  0.39
C -3.750401 -2.011271 -2.198266  0.64
O -3.228532 -1.670680 -3.254584  -0.61
O -4.525406 -4.089666 -3.255984  -0.50
O -4.231621 -0.789533 1.281952  -0.73
H -3.197629 -0.215909 -1.074521  0.60
H -5.545302 -4.670271 -0.895585  0.48
H -4.045762 -3.578149 -3.943584  0.35
H -4.705995 -1.303749 1.971032  0.07
C 3.215229 -5.785256 0.528471  -0.34
C 4.191449 -6.850898 0.908464  -0.39
O 5.445169 -6.212494 0.757657  -0.32
C 5.223541 -4.870373 0.872757  0.58
O 6.104871 -4.031966 0.962294  -0.48
O 3.887697 -4.589326 0.875584  -0.21
H 2.271374 -5.871533 1.073752  0.31
H 3.005803 -5.773836 -0.546282  0.28
H 4.079244 -7.168407 1.950527  0.27
H 4.122599 -7.728688 0.260079  0.31
Cl -5.745302 -2.786869 3.122077  -0.02
Cl 8.154698 5.200631 -1.711256  -0.43
O -6.841243 0.409520 3.871136  -0.56
C -6.696092 1.401344 3.163548  0.62
O -6.828556 2.642089 3.688609  -0.36
C -6.486188 3.859978 3.001672  -0.31
C -7.642749 4.343193 2.149592  -0.83
C -6.465105 1.263025 1.687979  -0.05
H -5.560585 3.744071 2.429846  0.31
H -6.277975 4.604008 3.777511  0.27
H -7.893435 3.622938 1.365581  0.27
H -7.400161 5.299130 1.676674  0.26
H -8.542136 4.470514 2.761368  0.28
H -7.428404 1.157430 1.180661  0.29
H -5.866835 0.362082 1.514575  -0.32
H -5.904768 2.087042 1.250371  0.31
Be -0.642136 2.383769 0.376700  0.08
C -7.179690 -6.906052 -3.548898  -0.67
N -7.318219 -6.820790 -2.069985  0.85
O -6.279658 -6.867571 -1.400564  -0.53
O -8.465721 -6.709400 -1.622974  -0.49
H -6.120936 -7.000663 -3.799657  0.29
H -7.734883 -7.785417 -3.881749  0.30
H -7.595843 -5.989632 -3.972227  0.27
C -7.915851 8.798317 3.064011  -0.79
C -6.775244 8.016107 2.558749  0.42
N -5.874013 7.398159 2.159461  -0.41
H -8.264983 9.527810 2.325635  0.28
H -8.767860 8.156748 3.312645  0.26
H -7.654863 9.354995 3.970249  0.28

Atoms 1-6, force components in eV/Å:
C 3.30 -10.20 -0.06
C -3.98 9.67 -0.55
N -0.81 2.52 -0.49
C 3.42 0.87 -2.24
N 0.72 -1.86 0.66
C 0.30 0.51 2.92



[2]
C35H46Br2N9NaO5PS | ωB97M-V with the def2-TZVPD basis set

Results
Total charge: -1
E in a.u.: -8280.1643
HOMO-LUMO gap (alpha / beta) in eV: 5.212 / 4.682
HOMO (alpha / beta) in eV: -3.3406 / -2.8099

Each line ends with the Mulliken charge.
Geometry (Å):
Na 1.041944 0.889224 -1.051438  0.89
S 2.264090 3.138268 -8.304768  0.06
N 1.533493 3.881937 -7.063505  -0.71
C 1.599831 3.049558 -6.035113  0.77
C 1.072093 3.299418 -4.713092  0.27
C 0.426778 4.513687 -4.457877  -0.43
C -0.079094 4.757417 -3.206625  -1.16
C 0.083287 3.765795 -2.248668  -0.16
N 0.686175 2.614740 -2.473231  0.19
C 1.198632 2.339142 -3.688846  -0.12
C 1.905469 1.024943 -4.010813  -0.46
N 2.063670 0.077698 -3.093052  0.32
C 2.684158 -1.047640 -3.374427  -0.44
C 3.212307 -1.327077 -4.627993  -1.05
C 3.068522 -0.375725 -5.607266  -0.39
C 2.409925 0.820822 -5.312694  0.39
C 2.258333 1.828641 -6.332175  0.83
N 2.683884 1.748915 -7.584495  -0.71
H 0.344430 5.228600 -5.266259  0.50
H -0.590745 5.677218 -2.960013  0.44
H -0.303262 3.901243 -1.243519  0.29
H 2.765624 -1.753680 -2.555361  0.39
H 3.720027 -2.263655 -4.814661  0.42
H 3.453118 -0.515192 -6.609519  0.47
Br -0.353787 2.222914 1.256703  0.02
C 1.155208 3.294301 1.883948  -0.78
Br 2.612712 2.820951 0.661273  -0.06
H 1.419172 2.994750 2.889886  0.36
H 0.911261 4.342980 1.780681  0.51
O 3.529723 1.160921 -1.228063  -0.27
O 4.784613 1.246946 -1.633842  -0.68
O 1.488850 -1.019946 0.452314  -0.18
P 1.839788 -1.210747 1.876395  -2.20
N 0.650410 -0.796451 2.933656  1.08
C 0.695472 -0.559222 4.375820  -0.28
C -0.723481 -0.875590 4.859485  -0.92
C -1.587772 -0.641673 3.624642  -0.66
C -0.711724 -1.162761 2.495618  0.09
N 2.088704 -2.862817 2.038614  0.48
C 2.606053 -3.431267 3.272009  -0.25
C 2.704352 -4.918486 2.948962  -0.77
C 3.164316 -4.907743 1.492033  -0.77
C 2.472593 -3.681835 0.879009  -0.38
N 3.199238 -0.415450 2.330114  1.34
C 3.670171 0.094547 3.613829  -0.15
C 5.181739 0.270556 3.421945  -0.78
C 5.347825 0.437262 1.915529  -0.57
C 4.308174 -0.514967 1.348849  -0.11
H 0.950619 0.484425 4.586359  0.23
H 1.433169 -1.184680 4.882291  0.21
H -1.001486 -0.252753 5.710399  0.43
H -0.790981 -1.921683 5.169631  0.30
H -1.776100 0.424740 3.482840  0.20
H -2.545677 -1.159646 3.667253  0.46
H -0.936773 -0.711594 1.529146  -0.59
H -0.812166 -2.250677 2.387930  0.35
H 1.935402 -3.225864 4.110097  0.10
H 3.600934 -3.034838 3.533771  0.15
H 1.716719 -5.377807 3.033789  0.32
H 3.388538 -5.448181 3.612926  0.38
H 2.908903 -5.824925 0.961140  0.38
H 4.249604 -4.789146 1.449737  0.29
H 1.584655 -3.951562 0.303201  0.38
H 3.137177 -3.142309 0.201681  0.13
H 3.457826 -0.582317 4.445216  0.18
H 3.198768 1.057546 3.841804  0.09
H 5.706256 -0.627938 3.759458  0.29
H 5.557950 1.116160 3.999473  0.44
H 6.350035 0.194229 1.565004  0.43
H 5.114904 1.455684 1.603633  0.11
H 4.707903 -1.540182 1.321332  0.18
H 3.965398 -0.230923 0.353960  -0.10
O -0.409302 -0.705773 -2.182274  -0.52
C -6.968378 -1.826681 -0.050099  -1.27
C -6.279322 -0.577852 0.489121  -0.67
N -6.343510 0.559661 -0.407685  0.27
C -7.606955 1.279594 -0.455791  -0.69
C -7.754436 2.295438 0.672141  -1.08
C -5.236948 1.180146 -0.973543  0.21
O -5.366060 2.307973 -1.449379  -0.72
C -3.962347 0.462346 -0.975667  -0.05
C -3.790347 -0.924153 -1.200568  0.01
C -2.546182 -1.473023 -1.256172  -1.49
C -1.380795 -0.639322 -1.109823  0.57
N -1.566737 0.719435 -0.810130  0.39
C -2.784730 1.204754 -0.800387  -0.61
H -6.808641 -2.667595 0.627975  0.36
H -6.576004 -2.095713 -1.031245  0.31
H -8.045196 -1.678102 -0.149149  0.39
H -5.232577 -0.783711 0.707055  0.51
H -6.748315 -0.299361 1.441321  0.32
H -8.416704 0.545727 -0.419125  0.31
H -7.664071 1.792910 -1.414015  0.39
H -7.738393 1.812262 1.651570  0.28
H -8.698243 2.838071 0.582089  0.37
H -6.934268 3.010300 0.617705  0.28
H -4.656153 -1.557107 -1.369411  0.31
H -2.405884 -2.532783 -1.430646  0.50
H -0.249725 -1.161491 -1.037114  -0.05
H -2.887649 2.276826 -0.632827  0.37

Atoms 1-6, force components in eV/Å:
Na 0.37 -0.69 0.28
S -0.02 -0.01 0.07
N 0.06 -0.16 0.05
C 0.10 -0.04 -0.25
C -0.17 0.24 0.18
C 0.07 -0.14 -0.03



[3]
C35H46HgN5O3S4Se | ωB97M-V with the def2-TZVPD basis set

Results
E in a.u.: -6008.2719
HOMO-LUMO gap (alpha / beta) in eV: 6.670 / 6.864
Spin multiplicity: 2
HOMO (alpha / beta) in eV: -6.1412 / -6.8823

Each line ends with the Mulliken charge.
Geometry (Å):
Hg 0.309519 -0.461860 0.777229  0.42
C 1.612119 -4.781360 0.296929  -0.82
C 2.697819 -3.881760 0.861729  -0.58
S 2.282219 -2.855960 2.310929  0.04
C 1.903419 -4.075160 3.630729  -1.03
C 0.419419 -4.371460 3.802029  -0.67
S -0.530681 -2.807460 3.592129  0.08
C -2.247081 -3.444860 3.456829  -0.96
C -3.130281 -2.501360 2.660229  -0.64
S -2.741881 -2.206260 0.891429  0.13
C -2.470381 -3.862260 0.168129  -0.46
C -1.113181 -4.449560 0.499529  0.52
S 0.252419 -3.930360 -0.609371  0.00
H 1.150619 -5.374960 1.084329  0.24
H 2.065319 -5.463260 -0.426571  0.51
H 3.013819 -3.150760 0.116329  0.19
H 3.554219 -4.494160 1.154729  0.48
H 2.279719 -3.594360 4.533929  0.43
H 2.477919 -4.981460 3.430929  0.42
H 0.224819 -4.750860 4.804429  0.51
H 0.069119 -5.102860 3.074529  0.27
H -2.643781 -3.520860 4.471029  0.59
H -2.220481 -4.447060 3.027429  0.41
H -3.069781 -1.496460 3.085229  0.07
H -4.162581 -2.854660 2.701029  0.50
H -2.587681 -3.717060 -0.905271  0.01
H -3.268381 -4.510260 0.531829  0.52
H -1.149481 -5.540560 0.453529  0.44
H -0.798581 -4.114460 1.480229  -1.09
C -1.039681 1.506240 -5.297771  -0.71
O -0.496281 0.210240 -5.134371  -0.54
C -1.321281 -0.719360 -4.516871  0.56
C -1.657581 -1.832660 -5.274271  -0.58
C -2.508781 -2.803460 -4.787771  -0.70
C -3.055781 -2.639560 -3.526771  -0.76
C -2.696381 -1.558660 -2.750271  -1.17
C -1.789281 -0.593860 -3.197371  0.55
N -1.510681 0.468640 -2.345171  0.40
C -0.324181 1.147140 -2.071871  -1.70
N 0.781619 0.811140 -2.791371  0.84
C 2.053419 0.563740 -2.274871  1.25
C 2.317219 0.208840 -0.966771  -0.96
C 3.605319 -0.103160 -0.578071  -1.00
C 4.637219 -0.075660 -1.505371  -0.91
C 4.386119 0.247440 -2.830971  -0.47
C 3.098519 0.566140 -3.222571  0.50
O 2.699719 0.848140 -4.509771  -0.34
C 3.543719 0.443440 -5.552271  -1.04
N -0.412881 2.039340 -1.160971  -0.04
C 0.377419 3.153940 -0.992571  0.51
C 0.301719 4.164040 -1.949471  -0.16
C 0.863719 5.409040 -1.742971  -0.90
C 1.550719 5.660440 -0.573271  -0.69
C 1.669619 4.662340 0.382329  -0.44
C 1.079919 3.421040 0.199929  -0.13
O 1.111919 2.420540 1.131029  0.26
C 2.108419 2.459440 2.119529  -0.99
H -0.220181 2.123740 -5.662271  0.26
H -1.417981 1.914840 -4.357571  0.23
H -1.846581 1.489340 -6.037671  0.39
H -1.234581 -1.898560 -6.265671  0.48
H -2.762081 -3.656060 -5.397271  0.41
H -3.761881 -3.363460 -3.151071  0.52
H -3.106181 -1.446560 -1.757171  0.76
H -2.145581 0.550740 -1.561871  0.34
H 0.672219 0.470840 -3.740871  0.64
H 3.820419 -0.381860 0.444629  0.56
H 5.643619 -0.334560 -1.204971  0.42
H 5.197019 0.263140 -3.544871  0.40
H 2.942919 0.487540 -6.459771  0.25
H 3.890719 -0.581660 -5.396871  0.46
H 4.404719 1.111740 -5.649371  0.33
H -0.240981 3.959640 -2.859771  0.42
H 0.757619 6.184840 -2.485571  0.40
H 1.995219 6.627440 -0.386071  0.41
H 2.218619 4.882240 1.286429  0.40
H 3.109319 2.478540 1.670329  0.40
H 1.983319 1.538640 2.689329  0.22
H 1.996119 3.316940 2.796429  0.21
C -0.259981 3.115840 5.866929  -0.84
N -1.376681 3.510840 5.059929  0.26
C -2.025181 4.718740 5.082029  -0.45
C -2.969581 4.691940 4.113129  -0.42
N -2.897181 3.469840 3.498429  0.26
C -3.647881 3.018740 2.362929  -0.84
C -1.917381 2.741640 4.084129  -0.28
Se -1.478181 1.028840 3.697529  -0.41
H -0.292381 3.634240 6.822829  0.32
H 0.680219 3.343540 5.358829  0.24
H -0.305681 2.037640 6.022629  0.31
H -1.773481 5.488640 5.783329  0.44
H -3.681981 5.439240 3.827729  0.43
H -4.494681 3.679840 2.196929  0.31
H -3.997081 2.001340 2.543129  0.34
H -3.010481 3.000440 1.475929  0.26

Atoms 1-6, force components in eV/Å:
Hg 0.61 0.21 -0.52
C -0.32 0.19 -0.43
C -0.09 0.10 0.47
S 0.19 -0.22 -0.15
C 0.11 0.49 -0.43
C -0.46 0.46 0.02